(1)
ORCA calculation (wB97M-V/def2-TZVPD) on a structure of composition C23H40Cl3CoN4O3Si in a non-equilibrium geometry.

Each line ends with the Löwdin spin population.
Atoms and positions in Å:
N 0.1417 4.2112 1.4910  0.000
H -2.5697 -1.3975 -3.5333  0.001
H 1.1853 -5.7744 -2.4024  0.001
O -3.2028 -0.8976 -0.3002  0.001
Cl 3.6666 2.0789 1.6002  0.112
H -1.1970 -6.2548 -1.4212  0.018
H 0.7465 -0.0607 -6.7055  0.000
C 1.1393 -1.2544 -2.4573  0.002
C 0.8907 -2.4010 -4.7503  0.000
C -3.5035 -0.9955 -3.1059  0.003
H 0.1367 -3.1222 -4.4239  0.000
C -0.1018 0.7875 -1.5962  0.000
C 0.9756 2.9633 -1.7498  0.000
H 0.9180 -4.6825 0.9077  0.001
H 0.3145 0.9310 -4.0115  0.000
H 1.8970 -2.8258 -4.6424  0.000
H 0.9664 -4.4779 -3.5648  0.002
H 2.2227 -4.3243 -2.3257  0.006
H -0.4828 1.0901 -6.1419  0.000
O -1.0526 2.2689 1.3443  0.000
H -3.9561 -1.7553 -2.4653  0.001
H -0.2109 -3.3289 1.0704  0.002
H 0.7088 -2.2191 -5.8198  0.000
H 2.2305 4.1378 1.5445  0.002
H 1.4950 5.5596 2.3486  0.000
C -0.6139 -5.7058 -0.6639  0.511
C 1.4278 4.8829 1.4852  0.001
H 0.9075 4.0608 -1.8048  0.000
N -3.2255 0.1960 -2.3274  0.000
C 0.9309 -0.0280 3.1024  0.009
C 0.6150 -3.7264 0.4656  0.085
H -1.0593 5.6811 0.5919  0.000
N 1.5336 -0.3777 1.9454  0.051
H -1.2721 -5.6264 0.2121  0.016
H -0.8831 -0.6390 -6.2435  0.000
O 0.3093 -2.1583 -1.7253  0.023
H -2.2919 1.4604 -3.7331  0.000
C -3.1734 1.4422 -3.0714  0.000
C -1.0359 5.0571 1.4953  0.000
C 1.1237 0.1708 -1.8637  0.001
C -3.0984 0.1328 -0.9641  0.000
C -0.6559 -0.7585 1.7172  0.002
C 0.3559 -0.0189 -4.5547  0.000
C -0.0806 0.0797 -5.9884  0.000
H -0.9893 0.1643 -1.5465  0.000
H -4.0760 1.5318 -3.6926  0.000
H -2.8560 1.1211 -0.5065  0.000
H 0.2359 -6.3450 -0.3839  0.022
H 2.1581 -1.6309 -2.3610  0.000
H 1.0075 2.3451 1.3524  0.000
H -1.1525 2.6857 -1.4959  0.000
C 0.5349 -0.7611 1.0527  0.007
H 1.5489 5.4733 0.5636  0.000
C 2.2290 2.3361 -1.7580  0.000
Si 0.0359 -3.7818 -1.3436  0.147
H -1.9285 4.4332 1.5440  0.000
H 3.2540 0.4357 -1.6970  0.000
H 3.1427 2.9285 -1.8114  0.000
H -1.6327 -1.0424 1.3620  0.000
C 1.1979 -4.6815 -2.5174  0.037
H 1.4445 0.3864 3.9554  0.001
C 0.0216 2.8665 1.3956  0.000
H 0.7662 -1.1122 0.0595  0.000
H -3.1145 2.2849 -2.3749  0.000
Cl 4.2847 -1.1939 0.0896  0.134
H -4.1727 -0.7228 -3.9309  0.000
N -0.3986 -0.2819 2.9947  0.004
C -0.1791 2.1930 -1.6073  0.000
H -1.0722 -0.0833 3.7154  0.000
H 1.4795 -3.0506 0.5461  0.013
C 2.2877 0.9334 -1.7660  0.001
C 0.7536 -1.1503 -3.9402  0.000
Co 3.4812 -0.0736 1.6232  2.676
H -0.9960 5.7270 2.3617  0.000
Cl -2.0368 -3.7532 -1.7879  0.105

The value obtained for the LUMO energy (alpha / beta) is 0.4 / -2.2 eV. Its gap between HOMO and LUMO (alpha / beta) is 8.96 / 6.38 eV. The multiplicity is 5. The HOMO energy (alpha / beta) comes out at -8.602 / -8.595 eV. The total energy is -119676.3985 eV. The energy relative to the best compared isomer or geometry (same formula, charge and spin) is 26.02 kcal per mole.

(2)
ORCA calculation (wB97M-V/def2-TZVPD) on a structure of composition C23H40Cl3N4O3ScSi in a non-equilibrium geometry.

Each line ends with the Löwdin charge.
Atoms and positions in Å:
H 3.5429 -1.3886 -0.0600  0.048
N 2.8426 -1.0162 1.7923  -0.147
C 1.3908 -5.3993 -0.7333  -0.131
H -2.6551 0.7394 4.2870  0.104
C -0.3815 6.1942 -0.5549  -0.064
H -4.3304 -0.1963 1.0340  0.098
H -1.0254 0.6383 3.4595  0.080
C -4.0005 -0.2050 2.0839  -0.055
C 1.9870 -0.0372 2.0996  -0.285
Cl 0.4836 -0.2548 -0.6460  0.382
C -1.9754 0.9316 1.2091  -0.229
H -0.0609 7.0665 -1.1107  0.123
H -2.5375 6.3014 0.0598  0.095
H 2.0082 -2.4383 3.1731  0.079
H -0.5919 -3.4411 -2.6605  0.150
C 3.8507 -0.7580 0.7810  -0.038
H -4.0730 -1.2403 2.4723  0.081
C -0.7008 -3.1155 -0.5468  -0.243
C 2.0723 -6.7264 -0.8495  -0.126
Cl -0.8371 2.2739 -1.9707  0.014
H 4.1270 -1.6686 -1.7479  0.032
C -1.9604 -3.2142 1.8841  -0.118
C -1.5871 5.7825 0.0524  -0.050
H 2.0748 -7.1632 0.1721  0.071
C 1.7771 -2.3980 -4.2069  -0.181
Si 1.9038 -1.2819 -2.6713  0.430
H 1.7302 1.2564 -3.2097  -0.028
C 2.8711 -2.2966 2.4961  -0.051
H 3.1437 -6.5783 -1.1138  0.079
H 2.8703 -3.1849 1.8117  0.099
H 3.7768 -2.4699 3.1161  0.095
H 0.8621 -6.3197 -3.2709  0.076
H 4.8576 -1.1265 1.0418  0.111
H 0.6839 -4.7392 -4.0853  0.072
O 1.3184 -2.7818 -1.8018  -0.299
C 1.1829 -5.2646 -3.2478  -0.054
H 1.7163 0.1820 -4.6782  0.027
H 1.4023 -5.0086 0.3177  0.102
C -1.3014 4.5773 0.7174  -0.140
H 3.6710 0.0558 -1.5378  -0.014
C 0.8473 -4.8051 -1.8211  -0.208
Sc 0.5837 2.0275 -0.0937  0.223
H 0.0328 -3.4522 2.7292  0.085
O 1.9086 0.9777 1.3802  -0.221
H 2.3375 -3.3166 -3.9629  0.009
H -2.5535 -2.8673 -1.5740  0.133
H -4.6967 0.4243 2.6791  0.097
Cl 2.7320 2.7411 -0.9561  -0.005
H 2.0594 -2.0137 -5.1899  0.031
H 1.4518 -0.2176 3.0332  0.148
H 0.2522 0.4417 -3.7127  -0.020
N -2.6235 0.2694 2.2084  -0.160
H 4.2606 -0.5005 -3.0881  0.066
C -2.6870 -3.0380 0.6826  -0.109
C 3.6327 -0.8055 -2.2211  -0.191
H -1.9622 -0.9008 3.8472  0.096
H 2.2955 -5.1235 -3.3324  0.100
H 1.5302 5.1913 -0.4246  0.126
C -2.0772 -2.9733 -0.5682  -0.026
C -0.5674 -3.2546 1.8506  -0.070
H -2.5234 -3.4799 2.7778  0.098
H -3.7751 -2.9343 0.7006  0.094
H 3.9231 0.2946 0.4736  0.082
N 0.5161 5.2471 -0.2623  -0.014
C -2.0218 0.1789 3.5548  -0.016
C 0.0620 -2.9984 0.6089  -0.110
C 1.3352 0.3238 -3.6438  -0.246
O -0.8874 1.5499 1.4791  -0.190
C 0.0971 -3.4439 -1.7727  -0.329
H 1.1249 -2.7036 0.3327  0.098
N -0.0191 4.2315 0.4524  -0.101
H -1.8665 3.9551 1.4003  0.106
H 1.6578 -7.4139 -1.6247  0.074
H -2.4107 0.8902 0.1791  0.138
H 0.7506 -2.7804 -4.2552  0.019

The value obtained for the LUMO energy is 0.2 eV. Its gap between HOMO and LUMO is 7.84 eV. The HOMO energy comes out at -7.639 eV. The total energy is -102753.0702 eV. The energy relative to the best compared isomer or geometry (same formula, charge and spin) is 107.91 kcal per mole.

(3)
ORCA calculation (wB97M-V/def2-TZVPD) on a structure of composition C23H40GeMnN2OSi3.

Each line ends with the Löwdin spin population.
Atoms and positions in Å:
C 2.8546 -0.4435 -0.6210  0.010
C -2.0407 5.5991 -0.1213  -0.001
C 0.0707 1.4062 1.5834  0.012
H 1.9801 2.5209 -3.6743  0.000
C -3.8688 1.7772 1.7706  0.003
C -3.3577 -0.5053 -0.2327  0.008
C 3.9485 -2.1835 -1.8135  0.005
C 1.7668 2.4735 -2.6035  0.001
Si -0.0667 2.1157 -2.4236  0.029
H -4.8896 1.3979 1.8587  0.000
Si -0.7331 4.5509 0.7111  0.006
C 1.0000 -2.4814 3.1940  0.018
H -2.0605 5.5366 -1.2092  0.000
H 1.7122 4.2724 0.1224  0.000
N 1.6483 -1.0012 -0.8198  0.036
H -1.6509 -0.6211 2.2119  0.004
H -3.0336 5.3491 0.2558  0.000
H -0.1857 4.1848 3.1358  0.000
H -1.6179 0.5355 -3.5607  0.000
H -3.1390 -0.7597 -1.2722  0.000
H 0.2150 -3.7697 -1.1804  0.001
H -1.1061 -2.8774 3.0596  0.000
C 1.5856 -2.1537 -1.5003  0.008
H -4.3875 -0.8087 -0.0316  0.001
H 2.5035 0.4509 2.4123  0.001
C -0.6127 -0.8943 2.3902  0.027
H 4.9693 -0.5110 -0.9095  0.000
C -0.3183 -2.1563 2.8901  0.005
H -1.3037 5.5129 2.8646  0.000
Ge -0.9704 2.2892 -0.1554  0.045
C 2.0104 -1.5315 3.0286  0.004
H -1.6359 -2.3214 -1.1061  0.002
H 3.0261 -1.7844 3.3009  0.000
H -3.9026 2.8527 1.9470  0.000
Mn -0.1917 -0.1784 -0.0330  4.612
H 4.8446 -2.6466 -2.2029  0.000
H -5.2546 2.0213 -1.1943  0.001
H -3.2898 1.3248 2.5788  0.000
H -1.9046 3.8666 2.8573  0.000
H -0.0269 0.5401 -4.3112  0.001
H -0.3020 -0.3854 -2.8486  0.001
H 1.0605 5.7865 -0.4814  0.000
C 1.0283 5.0895 0.3569  0.001
H -4.0645 3.3120 -1.2618  0.000
C 2.7127 -2.7695 -2.0189  0.000
H -0.9835 3.5484 -4.1800  0.002
C 1.3226 -3.7942 3.6674  0.002
H 2.6192 -3.6965 -2.5677  0.000
C 0.3974 0.0602 2.1861  0.010
H -0.0068 -2.9164 -2.7276  0.001
H -2.1227 3.5409 -2.8451  0.000
C -1.0600 4.4915 2.5613  0.002
C 0.2332 -2.7935 -1.6691  0.005
C -1.0604 3.5732 -3.0896  0.014
O -0.7493 -1.9427 -1.0564  0.045
C -0.5466 0.5485 -3.3510  0.006
C 1.7137 -0.2810 2.5233  0.023
H -2.7463 -1.1232 0.4344  0.002
H 2.4158 1.7056 -2.1865  0.000
H -0.7021 1.8545 2.2125  0.004
H -1.8506 6.6425 0.1421  0.000
Si -3.2266 1.3588 0.0580  0.018
C -4.1882 2.2294 -1.3006  0.007
H 2.8646 0.4849 -0.0643  0.001
N 1.5945 -4.8527 4.0164  0.008
H 1.4245 5.6061 1.2318  0.000
H 0.9527 2.0437 1.6542  0.003
H -3.8883 1.8859 -2.2921  0.000
H 2.0474 3.4344 -2.1733  0.000
C 4.0230 -0.9973 -1.0949  0.001
H -0.6528 4.5279 -2.7558  0.000

The value obtained for the LUMO energy (alpha / beta) is -5.8 / -6.5 eV. Its gap between HOMO and LUMO (alpha / beta) is 8.58 / 8.19 eV. The multiplicity is 6. The HOMO energy (alpha / beta) comes out at -14.362 / -14.660 eV. The total energy is -140985.5362 eV. The energy relative to the best compared isomer or geometry (same formula, charge and spin) is 5.84 kcal per mole. The net charge is +2.